Entry 1:
{"formula": "C10H12NOS", "method": "ωB97M-V/def2-TZVPD", "symbols": ["C", "H", "H", "C", "H", "C", "H", "H", "H", "S", "C", "C", "H", "C", "C", "C", "O", "H", "N", "H", "C", "H", "H", "C", "H"], "positions_angstrom": [[-2.4858, -1.4561, -0.5713], [0.9204, 0.6123, 2.2226], [-2.4955, 0.1456, 1.4187], [-2.9865, -0.9742, -1.6596], [3.3196, -0.0500, 2.4181], [-1.3183, 1.3954, 0.3074], [4.4207, -1.4879, 0.7053], [0.5463, -1.8497, -0.5821], [-0.4548, 3.0591, -0.6445], [-2.0304, -2.2028, 0.7621], [1.5382, 0.2101, 1.4411], [1.2656, -1.0073, -0.7571], [-2.7299, -1.3294, -2.6550], [2.6790, -1.4318, -0.5708], [0.8547, 0.0338, 0.2411], [3.4155, -1.0614, 0.5052], [-2.4700, 0.9189, 0.8581], [0.9393, -0.7579, -1.8000], [-0.3809, 0.5023, 0.1831], [-2.2310, 2.9614, -0.9004], [-1.3639, 2.7548, -0.2285], [-3.3233, 0.0314, -1.7430], [-1.5414, 3.3465, 0.6753], [2.7932, -0.3189, 1.6061], [3.1194, -2.0441, -1.2319]], "atomic_forces_ev_per_a": [[0.0, -1.5, 1.3], [0.5, 0.6, 0.4], [0.9, -0.6, 0.0], [0.9, 0.4, -1.0], [1.8, 0.3, 3.0], [0.0, -4.7, 0.5], [-0.8, 0.5, -0.5], [0.6, 0.2, 0.3], [1.3, 0.3, -0.8], [-0.4, 0.4, -1.2], [1.3, -0.6, 1.0], [-0.5, 0.4, -0.4], [-0.1, -0.7, 0.3], [-0.7, 2.1, 2.8], [-3.2, -0.5, -0.8], [-0.2, -0.6, 0.7], [-0.1, 3.1, -0.9], [0.7, 0.2, 0.7], [0.7, 1.7, -0.4], [0.7, -0.5, 0.5], [-1.8, 0.5, 1.0], [-0.7, 0.7, 0.5], [-0.1, 0.4, -0.2], [-2.3, 0.1, -4.1], [1.3, -2.1, -2.5]], "lowdin_charge": [-0.7003, 0.1283, 0.0624, -0.0304, 0.0838, -0.3380, 0.1308, 0.1311, 0.0796, 0.7954, -0.0017, -0.0730, 0.0888, -0.0221, -0.2051, -0.0296, 0.0643, 0.1596, 0.1940, 0.1300, 0.0483, 0.0667, 0.1165, 0.0415, 0.0791], "lumo_energy_ev": -4.7, "homo_lumo_gap_ev": 7.4, "multiplicity": 1, "relative_energy_kj_mol": 343.0, "charge": 1}

=====

Entry 2:
{"formula": "C10H12NS", "method": "ωB97M-V/def2-TZVPD", "symbols": ["C", "H", "C", "H", "H", "C", "N", "C", "H", "H", "H", "C", "H", "C", "C", "H", "H", "C", "C", "H", "C", "H", "H", "S"], "positions_angstrom": [[0.1289, -1.3154, -0.1560], [0.1815, -2.4686, 0.0409], [-2.2809, -1.2247, 0.1433], [3.3908, -1.2566, -0.9272], [-0.0001, 2.4424, -1.0579], [-3.4648, -0.5259, 0.2755], [3.0362, 1.5737, 1.1375], [2.5849, -1.7340, -0.5323], [3.0118, 0.6149, 1.5395], [-2.1656, 2.6288, -0.4844], [2.5553, 2.2372, 1.7508], [-1.0649, 0.8257, -0.3446], [-4.3599, -1.1150, 0.3276], [-1.0855, -0.6124, -0.1264], [-3.4894, 0.8746, 0.0043], [-4.4935, 1.2404, -0.2466], [2.3881, -2.6964, -0.8903], [-2.3460, 1.5252, -0.3350], [1.3658, -0.9184, -0.5711], [4.0022, 1.9355, 1.1116], [0.1253, 1.4851, -0.5886], [2.7647, -2.0903, 0.4163], [-2.4052, -2.2042, 0.4145], [1.6202, 0.7782, -0.9014]], "atomic_forces_ev_per_a": [[1.0, -3.4, -0.3], [-0.8, 2.2, -0.1], [-2.3, 1.5, 1.0], [2.4, 1.0, -1.3], [0.5, 0.8, 0.5], [1.5, 0.5, -1.4], [0.8, 0.2, 0.8], [-2.3, -0.4, 0.0], [0.3, 1.2, 0.0], [-1.2, -1.2, -0.1], [-0.1, -0.6, 0.0], [-1.6, -1.5, 0.9], [-0.4, 0.2, 0.5], [1.6, 1.8, 0.0], [-1.2, -0.8, -1.3], [0.6, 0.6, 0.8], [-0.2, -1.3, -1.9], [2.5, 1.2, 0.5], [-0.9, 2.6, 0.6], [-0.5, -0.7, 0.0], [0.3, -0.8, -1.9], [0.8, 0.2, 2.9], [0.6, -2.6, 0.1], [-1.3, -0.5, -0.2]], "lowdin_charge": [-0.0222, 0.1812, -0.0214, 0.0587, 0.0900, -0.0010, -0.0538, -0.0735, 0.0443, 0.1413, 0.0423, -0.1945, 0.1188, -0.1555, -0.0390, 0.1279, 0.0892, 0.0002, -0.4769, 0.0508, -0.2882, 0.0796, 0.0997, 1.2021], "lumo_energy_ev": -5.0, "homo_lumo_gap_ev": 7.5, "multiplicity": 1, "relative_energy_kj_mol": 148.0, "charge": 1}

=====

Entry 3:
{"formula": "C10H12O2", "method": "ωB97M-V/def2-TZVPD", "symbols": ["H", "C", "C", "C", "H", "C", "H", "O", "C", "H", "C", "C", "C", "C", "H", "H", "H", "C", "H", "O", "H", "H", "H", "H"], "positions_angstrom": [[-0.8007, 2.4111, -1.4898], [-0.1446, 2.3055, 1.3272], [-0.9471, 0.1693, -1.8256], [-0.5798, -0.9182, -0.8102], [-0.1174, 0.2532, -2.4703], [-0.7404, 1.2790, 0.3985], [2.4029, -0.5804, -1.0538], [-2.7337, -1.5186, 0.4268], [-1.1372, 1.3978, -0.9818], [-0.5695, 3.3121, 1.4562], [-0.5443, -0.3148, 0.7057], [-1.6156, -1.1738, 0.2228], [1.9235, -0.1976, -0.2034], [0.8579, -2.5537, 0.5919], [-1.8332, -0.2587, -2.3032], [0.8453, 2.4859, 0.9740], [1.0779, -2.4823, 1.6670], [0.6271, -1.0837, 0.0910], [1.6523, 0.8115, -0.3960], [-2.0835, 1.4739, 0.0629], [0.0475, 1.7496, 2.2710], [1.7457, -3.1788, 0.2324], [-0.0480, -3.1162, 0.5335], [2.7147, -0.2722, 0.5733]], "atomic_forces_ev_per_a": [[-1.2, -1.8, 0.9], [1.1, -1.0, 0.6], [-0.7, -1.7, 1.7], [-0.7, -0.7, 0.9], [0.7, 0.5, -1.2], [-0.1, -1.9, 2.4], [0.5, -0.6, -1.5], [-0.2, -0.2, -0.2], [1.8, 3.3, -2.1], [-0.6, -0.8, -0.2], [0.7, 1.5, -0.5], [0.3, 0.3, -0.2], [-1.2, -1.8, 1.4], [1.7, 0.8, 1.0], [0.1, 0.7, -0.4], [1.0, 0.3, -0.3], [-0.1, 0.1, -0.1], [1.2, 0.5, -0.6], [-0.1, 0.9, 0.0], [-1.0, -0.2, -0.9], [-0.5, 0.9, -0.2], [-1.3, 1.2, -0.3], [-0.5, -0.4, -0.3], [-0.9, 0.2, 0.0]], "lowdin_charge": [0.1900, 0.0114, -0.0277, -0.0964, 0.1056, -0.3851, 0.0559, 0.1502, -0.2243, 0.0997, 0.0176, -0.3400, 0.0166, -0.0174, 0.1370, 0.0565, 0.0804, -0.3152, 0.0538, 0.0654, 0.1019, 0.1033, 0.0639, 0.0968], "lumo_energy_ev": 0.7, "homo_lumo_gap_ev": 9.9, "multiplicity": 1, "relative_energy_kj_mol": 425.4, "smiles": "CC1(C)[C@]23C(=O)[C@]12C[C@H]1O[C@]13C", "charge": 0}

=====

Entry 4:
{"formula": "C10H12O3", "method": "ωB97M-V/def2-TZVPD", "symbols": ["C", "H", "H", "H", "C", "C", "C", "O", "O", "H", "C", "H", "C", "C", "H", "H", "O", "C", "C", "H", "H", "H", "C", "H", "H"], "positions_angstrom": [[0.7052, 0.5460, -1.2350], [-2.1940, 2.5506, -1.2911], [1.9867, -1.2253, -1.3370], [2.4420, 0.9798, -0.1187], [-0.5111, 1.1365, -1.9590], [-0.9299, -1.9018, 2.7981], [0.9284, -0.9786, -1.1456], [2.0747, 3.6952, -0.9019], [-0.9497, -2.7557, 1.6751], [-1.0202, -2.7275, -0.4035], [0.5715, -1.4144, 0.3251], [0.0756, -1.4741, 3.0072], [1.2482, 2.8598, -0.7560], [-0.2518, 3.1805, -0.6861], [-1.1934, -2.4974, 3.6900], [-1.6279, -1.0423, 2.7108], [-0.9614, 0.6508, -2.9454], [-1.1139, 2.3710, -1.2817], [-0.8485, -2.0473, 0.4503], [-1.6192, -1.2447, 0.3967], [0.3173, -1.5172, -1.8909], [1.3510, -2.0740, 0.7506], [1.5733, 1.3709, -0.6578], [-0.6128, 4.0682, -0.1545], [0.5600, -0.5087, 0.9603]], "atomic_forces_ev_per_a": [[0.2, -0.9, -0.5], [0.4, -0.2, -0.3], [-0.5, 0.3, 0.0], [-0.1, 0.5, -0.3], [0.3, 0.6, 1.9], [0.3, 0.2, 0.8], [-0.4, 0.5, 0.5], [1.1, 1.3, 0.0], [-0.4, 0.2, -0.2], [0.0, 0.0, 0.7], [-0.5, 0.3, -0.2], [-0.4, -0.2, -0.3], [-1.3, -1.7, 0.6], [0.2, 0.2, 0.3], [0.0, 0.2, -0.5], [0.1, -0.5, -0.1], [-0.6, -0.7, -1.1], [0.4, -0.8, -0.3], [0.9, 0.3, -0.2], [0.3, -0.4, 0.0], [0.2, 0.3, 0.3], [-0.6, 0.0, -0.3], [-0.7, 0.9, -0.1], [0.5, -0.1, -0.3], [0.3, -0.4, -0.3]], "lowdin_charge": [-0.1472, 0.1218, 0.1167, 0.1372, -0.3356, -0.1307, -0.1135, 0.1235, -0.1913, 0.1258, -0.1631, 0.0849, -0.3724, 0.0100, 0.0926, 0.0943, 0.1323, 0.0124, -0.2246, 0.1263, 0.1124, 0.1236, 0.0449, 0.1215, 0.0983], "lumo_energy_ev": -0.7, "homo_lumo_gap_ev": 9.1, "multiplicity": 1, "relative_energy_kj_mol": 289.5, "smiles": "COCCCC1=CC(=O)C=CC1=O", "charge": 0}

=====

HOMO level / eV: -12.13; -12.52; -9.20; -9.80